Here is a 10-piece molecular cluster, C46H113N13O10 overall in a non-equilibrium geometry from the Open Molecules 2025 dataset. Energies are from ωB97M-V/def2-TZVPD.

Computed properties:
Energy above the lowest of the compared OMol25 structures with the same formula, charge and spin ... 121.3 kcal/mol
Total energy ... -3284.4581 Eh
Gap between HOMO and LUMO ... 7.895 eV
E_HOMO ... -0.2900 Ha
LUMO level ... 0.00016 Ha

Structure (ORCA input):
```
! RIJCOSX wB97M-V def2-TZVPD def2/J DEFGRID3
* xyz 0 1
C -31.9809 -0.4831 -24.9780
C -32.9312 -1.2913 -24.1170
C -33.3050 -2.5863 -24.8782
C -34.1697 -3.5054 -24.0152
C -33.5461 -3.7957 -22.6125
C -33.0558 -2.5470 -21.8373
N -32.4085 -1.6204 -22.7890
O -31.7736 -0.5366 -22.1578
C -34.1668 -1.8733 -21.0399
C -32.0132 -3.0563 -20.8201
C -34.2663 -0.5220 -24.0571
H -31.0917 -1.0917 -25.1760
H -31.5366 0.4057 -24.5282
H -32.4830 -0.1983 -25.9002
H -33.8284 -2.3216 -25.7958
H -32.4479 -3.2134 -25.1436
H -34.2729 -4.4984 -24.4566
H -35.1763 -3.1131 -23.8642
H -32.7566 -4.5435 -22.6954
H -34.3864 -4.3126 -22.1425
H -34.2309 -2.3205 -20.0443
H -33.9877 -0.8320 -20.7497
H -35.1404 -1.8070 -21.5276
H -31.5546 -2.1778 -20.3543
H -32.3115 -3.7008 -19.9941
H -31.2040 -3.5650 -21.3542
H -35.0444 -0.9363 -23.4189
H -34.6917 -0.4815 -25.0642
H -34.1838 0.5350 -23.7882
H -30.9269 -0.8971 -21.8737
C -30.0333 -2.5715 -24.4474
C -29.5359 -3.9973 -24.1953
C -30.7566 -4.9066 -23.9019
C -31.5698 -5.1948 -25.1752
C -30.7112 -5.9339 -26.2307
C -29.4486 -5.1422 -26.5929
N -28.8693 -4.5913 -25.3641
O -27.4949 -4.2330 -25.4561
C -28.4439 -6.1329 -27.1863
C -29.9147 -4.0344 -27.5753
C -28.6339 -4.1490 -22.9553
H -30.7245 -2.5749 -25.2842
H -29.1631 -1.9592 -24.7159
H -30.4248 -2.0259 -23.5866
H -30.5180 -5.8400 -23.3913
H -31.3445 -4.3110 -23.1963
H -32.0511 -4.3066 -25.5818
H -32.3265 -5.9325 -24.8958
H -31.2288 -6.1828 -27.1560
H -30.4273 -6.8719 -25.7443
H -28.9351 -6.6768 -27.9935
H -27.4750 -5.7258 -27.4754
H -28.1315 -6.8508 -26.4242
H -30.5263 -4.4448 -28.3809
H -30.5564 -3.2815 -27.1225
H -29.0377 -3.5311 -27.9898
H -27.8771 -4.9284 -23.0410
H -29.2419 -4.4438 -22.0985
H -28.0787 -3.2320 -22.7479
H -27.5667 -3.3981 -25.9459
C -30.5958 -6.6321 -20.0175
C -31.8045 -7.6144 -19.9784
C -31.1834 -8.9738 -20.3483
C -32.0192 -10.2025 -20.1464
C -32.4836 -10.1883 -18.6859
C -33.1860 -8.8791 -18.2487
N -32.4760 -7.6860 -18.6629
O -33.1384 -6.5063 -18.3408
C -34.6094 -8.9632 -18.8242
C -33.3109 -9.0267 -16.7524
C -32.7536 -7.1598 -21.1351
H -30.0344 -6.8825 -20.9160
H -29.9246 -6.7863 -19.1675
H -30.9079 -5.5912 -19.9296
H -31.0646 -8.9427 -21.4391
H -30.1722 -9.1025 -19.9543
H -31.4064 -11.0642 -20.4122
H -32.9027 -10.1598 -20.7886
H -31.6065 -10.4597 -18.0913
H -33.2049 -11.0071 -18.5951
H -34.5485 -9.2361 -19.8875
H -35.1710 -9.8458 -18.5099
H -35.1883 -8.0413 -18.8006
H -33.4325 -8.0264 -16.3129
H -34.1266 -9.5535 -16.2545
H -32.3684 -9.3774 -16.3246
H -33.0920 -6.1389 -20.9627
H -33.5796 -7.8676 -21.2057
H -32.2489 -7.1869 -22.1022
H -32.6275 -6.0549 -17.6359
C -36.4131 -12.5953 -16.4261
O -37.6396 -12.6154 -16.4523
N -35.7020 -13.5573 -15.7444
N -35.6436 -11.5397 -16.7657
H -34.7032 -13.4883 -15.7332
H -36.1983 -14.3655 -15.4201
H -34.6621 -11.5512 -16.5750
H -36.1713 -10.7074 -16.9834
C -31.5459 -7.6530 -12.8845
O -31.1222 -6.4811 -12.8100
N -32.6261 -8.1304 -12.2632
N -30.9962 -8.5302 -13.7500
H -33.0855 -7.4502 -11.6788
H -33.0180 -9.0457 -12.3835
H -31.4651 -9.4110 -13.8515
H -30.1590 -8.2854 -14.2653
C -34.7904 -10.8567 -12.3425
O -33.7138 -11.0244 -11.7639
N -34.8678 -11.1303 -13.6736
N -35.8747 -10.2310 -11.8313
H -35.6920 -10.9905 -14.2346
H -34.1283 -11.5444 -14.2049
H -35.9806 -10.0280 -10.8570
H -36.6030 -10.0531 -12.4972
C -37.4131 -10.0105 -19.8097
C -38.3097 -9.2842 -18.8117
C -37.5513 -8.2054 -17.9947
O -36.7614 -8.6943 -16.9335
C -36.1051 -7.6006 -16.3230
N -39.4263 -8.6761 -19.5898
H -36.5847 -10.4483 -19.2419
H -37.0319 -9.3712 -20.6034
H -38.0008 -10.8577 -20.1655
H -38.6751 -9.9813 -18.0535
H -38.2925 -7.4492 -17.7101
H -36.8454 -7.6905 -18.6663
H -36.8423 -6.8354 -16.0619
H -35.3263 -7.1208 -16.9234
H -35.6254 -7.8774 -15.3827
H -40.2135 -9.2982 -19.4454
H -39.1804 -8.7600 -20.5665
C -36.6186 -4.5064 -22.7779
C -37.5830 -5.1586 -21.7819
C -37.2046 -4.7834 -20.3496
O -35.9196 -5.3339 -20.0885
C -35.2598 -4.7689 -18.9776
N -38.9036 -4.4957 -22.0432
H -36.9139 -4.7400 -23.7992
H -35.6165 -4.9015 -22.6169
H -36.7457 -3.4402 -22.5861
H -37.6116 -6.2377 -21.9288
H -37.8595 -5.2310 -19.5853
H -37.3083 -3.7094 -20.1463
H -35.2238 -3.6795 -18.9629
H -34.2934 -5.2769 -18.9325
H -35.7337 -5.1559 -18.0619
H -38.7096 -3.5347 -21.7656
H -39.5280 -4.7959 -21.2931
C -34.4576 -3.7199 -14.8971
C -33.9108 -5.1452 -15.0394
C -32.4514 -5.1495 -15.3903
O -32.2715 -4.5074 -16.6726
C -30.9235 -4.3647 -17.0569
N -34.1594 -5.7911 -13.7329
H -34.1430 -3.2679 -13.9552
H -35.5436 -3.7943 -14.8212
H -34.1754 -3.0717 -15.7257
H -34.4313 -5.6670 -15.8475
H -32.0414 -6.1593 -15.5376
H -31.7477 -4.6081 -14.7498
H -30.3092 -3.8323 -16.3218
H -30.8610 -3.8012 -17.9845
H -30.4351 -5.3399 -17.1544
H -33.9331 -6.7806 -13.8474
H -33.3284 -5.5068 -13.2048
C -28.7511 -10.7759 -14.9044
C -27.8280 -9.6036 -15.2595
C -27.7765 -9.4716 -16.7921
O -26.5323 -8.8138 -17.0716
C -26.4650 -8.5486 -18.4694
N -28.1333 -8.2411 -14.7818
H -29.8093 -10.6487 -15.1441
H -28.5377 -11.0764 -13.8781
H -28.5181 -11.6632 -15.4999
H -26.8352 -9.9492 -14.9563
H -28.6241 -8.8681 -17.1370
H -27.8712 -10.4221 -17.3244
H -25.6407 -7.8807 -18.7065
H -27.3947 -8.0772 -18.8066
H -26.3855 -9.4283 -19.1157
H -27.4818 -7.6864 -15.3265
H -27.9425 -8.1586 -13.7901
*
```